Formula: C35H52N4PtSe
Source: OMol25
Level of theory: ωB97M-V with the def2-TZVPD basis set

Last column: Mulliken charge in e.
CARTESIAN COORDINATES (ANGSTROEM)
Pt: -0.5487 0.6776 -1.1115  -3.005
C: -0.7479 -1.0603 2.7217  0.277
C: -1.0037 -0.1864 0.6764  2.414
N: -0.2418 -0.1723 1.8112  -1.833
H: -2.6635 -2.1536 2.6466  0.464
N: -2.0055 -1.0608 0.9438  -0.528
H: -0.3060 -1.2608 3.6759  0.249
C: 0.3043 -1.0984 -1.6859  -1.604
C: 0.2273 -1.5262 -3.0218  1.932
C: 0.3317 -2.8836 -3.3414  -1.180
C: 0.6583 -3.8101 -2.3448  2.027
C: 0.8688 -3.3572 -1.0426  -1.373
C: 0.6869 -2.0233 -0.7109  -0.185
H: 0.1131 -0.7642 -3.7947  0.088
H: 0.1871 -3.1924 -4.3797  0.250
H: 1.1751 -4.0546 -0.2611  0.069
H: 0.8542 -1.7015 0.3090  -0.116
C: 0.8298 -5.2714 -2.5905  -1.750
H: 0.6731 -5.7834 -1.6333  0.360
H: 1.8505 -5.4924 -2.9346  0.289
H: 0.1083 -5.6331 -3.3304  0.411
C: 1.0187 0.5587 2.0316  5.605
C: 1.3911 0.5086 3.5051  -3.290
C: 2.1677 -0.0391 1.2477  -2.031
H: 1.6285 -0.5111 3.8397  0.818
H: 2.3063 1.1004 3.6417  0.234
H: 0.6155 0.9436 4.1521  0.164
H: 1.7854 2.5085 1.7390  0.583
H: 0.0787 2.4846 2.2191  0.342
H: 2.0275 0.0907 0.1705  0.070
C: 0.8301 1.9838 1.6131  -1.794
H: 2.3119 -1.0941 1.4912  0.428
H: 3.0796 0.5020 1.5340  0.330
H: 0.5237 2.0964 0.5572  -0.581
C: -1.9022 -1.5218 2.2323  -0.837
C: -2.8957 -3.1434 -0.0165  -1.635
H: -3.1615 -3.6311 0.9262  0.379
H: -3.5816 -3.5296 -0.7780  0.362
C: -3.0683 -1.6297 0.0744  3.289
H: -3.8971 -1.4253 -1.8580  0.671
C: -4.4096 -1.3467 0.7348  -2.047
H: -4.5656 -0.2656 0.8331  0.155
H: -1.8701 -3.4094 -0.2888  0.061
H: -2.1281 -1.2849 -1.8401  0.201
H: -4.5035 -1.8156 1.7221  0.444
H: -5.2057 -1.7684 0.1075  0.384
C: -3.0435 -1.0032 -1.3016  -1.582
H: -3.1599 0.0950 -1.2367  0.042
C: 1.7257 2.6449 -6.1223  -0.672
N: 1.7192 2.1189 -4.8365  0.639
H: 0.1227 2.5385 -7.6421  0.455
N: -0.1722 1.6324 -5.6941  -0.244
H: 2.5596 3.1806 -6.5459  0.259
C: 2.7793 2.3383 -3.8428  2.288
C: 4.1200 2.4764 -4.5290  -2.319
C: 2.4211 3.5982 -3.0623  -1.595
H: 4.1859 3.3932 -5.1206  0.487
H: 4.8798 2.5383 -3.7413  0.476
H: 4.3317 1.5959 -5.1469  0.389
H: 3.4842 1.2844 -2.1227  0.519
H: 3.1517 0.2427 -3.5434  0.381
H: 1.5613 3.4196 -2.4014  0.038
C: 2.7998 1.1077 -2.9633  -1.615
H: 2.1586 4.4100 -3.7583  0.270
H: 3.2888 3.9241 -2.4748  0.484
H: 1.7953 0.8767 -2.5639  -0.285
C: 0.5262 2.3258 -6.6635  -0.687
C: -2.4212 2.3401 -5.1553  -2.688
H: -2.1352 3.3154 -5.5734  0.430
H: -3.4811 2.1663 -5.3844  0.293
C: -1.5751 1.2368 -5.7900  5.899
H: -2.8126 -0.3622 -5.0208  0.566
C: -1.9788 0.9915 -7.2269  -3.916
H: -1.3242 0.2380 -7.6838  0.332
H: -2.2685 2.3631 -4.0687  0.049
H: -1.4351 0.0853 -4.0045  -0.638
H: -2.0042 1.9184 -7.8076  0.669
H: -3.0034 0.5903 -7.2198  0.580
C: -1.7525 -0.0631 -5.0442  -1.355
H: -1.1714 -0.8581 -5.5403  0.551
C: 0.5202 1.5759 -4.5349  -0.208
Se: -1.0953 2.9634 -1.6258  0.235
C: -1.6363 3.6081 0.0915  0.184
C: -0.8951 4.5979 0.7660  -0.740
C: -0.9981 4.6551 2.1624  -0.068
C: -1.9177 3.8322 2.8500  -0.772
C: -2.8179 3.0249 2.1242  -0.271
C: -2.7083 2.9533 0.7367  -0.471
H: -0.2086 5.2444 0.2107  0.376
H: -0.3374 5.3227 2.7294  0.329
H: -1.9679 3.8447 3.9470  0.398
H: -3.6027 2.4539 2.6433  0.496
H: -3.3698 2.3357 0.1468  0.454

Atoms 1-2, force components in eV/Å:
-0.441 -0.198 -1.330
-0.374 0.153 0.967

Results
- Total charge: -2
- Gap between HOMO and LUMO (alpha / beta): 1.6 / 5.9 eV
- Multiplicity: 5
- LUMO (alpha / beta): 3.97 / 2.53 eV
- ⟨S²⟩: 6.013
- HOMO (alpha / beta): 2.4 / -3.3 eV

***

Formula: ClHNO2P
Source: OMol25
Level of theory: ωB97M-V with the def2-TZVPD basis set

Last column: Mulliken charge in e.
CARTESIAN COORDINATES (ANGSTROEM)
N: -1.4084 0.0802 -0.3951  -0.271
O: 0.9151 -1.6494 -0.2913  -0.446
O: -0.3547 0.5839 0.2610  -0.043
P: 0.9253 -0.3486 0.4078  0.662
Cl: 2.1671 1.1119 -0.1250  -0.144
H: -2.2444 0.2221 0.1426  0.243

Atoms 1-2, force components in eV/Å:
0.193 -1.227 -1.640
0.199 0.775 0.181

Results
- Total charge: 0
- Gap between HOMO and LUMO (alpha / beta): 8.7 / 8.6 eV
- ΔE to the lowest compared entry with this formula, charge and spin: 14.06 kcal per mole
- LUMO (alpha / beta): -1.02 / -2.16 eV
- HOMO (alpha / beta): -9.7 / -10.7 eV

***

Formula: C27H46Cl22N2O3
Source: OMol25
Level of theory: ωB97M-V with the def2-TZVPD basis set

Last column: Mulliken charge in e.
CARTESIAN COORDINATES (ANGSTROEM)
C: -2.0304 -3.9400 1.3719  -0.287
C: -1.8766 -4.4740 0.1032  -0.801
C: -2.2648 -3.8048 -1.1543  1.162
C: -2.2617 -4.4539 -2.3475  0.691
C: -1.8684 -5.9182 -2.5577  -1.477
C: -0.3455 -6.1822 -2.3666  -0.885
C: 0.5443 -4.9604 -2.7069  -0.510
C: 1.1805 -4.3056 -1.4409  -0.660
C: 1.5020 -2.8107 -1.6432  0.188
C: 2.9342 -2.6009 -2.2027  -0.758
C: 3.1393 -1.1070 -2.5341  -0.613
O: 3.2358 -0.3967 -1.3089  -0.135
C: 3.7498 0.9157 -1.5047  -0.498
C: -2.6294 -3.6734 -3.6020  0.171
O: -3.2329 -4.1579 -4.5249  -0.619
C: -2.1379 -2.2181 -3.6264  0.418
N: -1.6881 -1.6491 -4.8499  -0.526
C: -2.1467 -1.5754 -2.4240  -0.705
N: -1.6593 -0.2330 -2.3557  -0.206
C: -2.6380 -2.3250 -1.1874  0.232
O: -3.2422 -1.7918 -0.3034  -0.602
H: -3.0384 -3.7138 1.7292  0.283
H: -1.1075 -3.7625 1.9673  -0.359
H: -1.3815 -5.4477 0.0251  0.402
H: -2.4924 -6.5346 -1.8920  0.387
H: -2.1576 -6.1931 -3.5816  0.358
H: -0.1429 -6.5616 -1.3549  0.348
H: -0.0711 -7.0035 -3.0471  0.425
H: 0.0558 -4.2030 -3.3362  0.179
H: 1.3940 -5.3406 -3.3001  0.594
H: 2.1187 -4.8576 -1.2578  0.560
H: 0.5597 -4.4673 -0.5503  0.269
H: 0.7799 -2.2876 -2.2897  -0.101
H: 1.4811 -2.3018 -0.6644  -0.157
H: 3.6935 -2.9481 -1.4900  0.308
H: 3.0266 -3.1507 -3.1556  0.362
H: 2.2160 -0.7682 -3.0406  0.295
H: 4.0093 -0.9475 -3.1906  0.407
H: 4.8446 0.9101 -1.5129  0.088
H: 3.4187 1.3260 -2.4753  0.348
H: 3.3829 1.5529 -0.6935  0.017
H: -2.4638 -1.5991 -5.5106  0.335
H: -1.0486 -2.3085 -5.2892  0.345
H: -0.6494 -0.2188 -2.2705  0.179
H: -1.9130 0.2520 -3.2079  0.363
C: 5.6369 3.4379 -4.4566  -0.418
Cl: 4.6574 2.4703 -5.5664  -0.159
Cl: 5.9821 2.5597 -2.9628  -0.010
H: 6.5746 3.6852 -4.9423  0.325
H: 5.0941 4.3441 -4.2113  0.283
C: 8.7510 3.0201 -0.4579  -0.330
Cl: 9.5261 2.6702 -2.0078  -0.148
Cl: 7.5680 1.7819 -0.0189  -0.112
H: 9.5150 3.0576 0.3105  0.333
H: 8.2444 3.9765 -0.5278  0.263
C: 1.0654 0.8707 1.0219  1.213
Cl: 2.5895 1.5367 1.6268  -0.276
Cl: 0.2962 1.9570 -0.1419  -0.167
H: 1.2728 -0.0769 0.5345  -0.686
H: 0.3934 0.7238 1.8611  -0.066
C: 3.1224 0.4484 5.3885  0.110
Cl: 2.0471 -0.9545 5.3979  -0.149
Cl: 4.7493 0.0283 5.9381  -0.182
H: 3.1823 0.8325 4.3757  -0.073
H: 2.7141 1.2043 6.0507  0.267
C: -1.6290 2.2526 3.6423  -0.638
Cl: -2.3625 0.6432 3.5911  -0.038
Cl: 0.0430 2.1816 4.2336  -0.114
H: -1.6240 2.6733 2.6476  0.380
H: -2.2095 2.8810 4.3090  0.390
C: -0.1864 -2.8689 5.0458  0.012
Cl: -1.9341 -2.9350 5.2960  -0.171
Cl: 0.2570 -3.3932 3.4148  -0.130
H: 0.1495 -1.8468 5.1842  -0.131
H: 0.2963 -3.5220 5.7640  0.475
C: -1.4686 0.2325 7.5042  -0.377
Cl: -2.8326 1.3317 7.2663  -0.172
Cl: -1.6369 -1.2362 6.5374  0.034
H: -0.5560 0.7392 7.2075  0.073
H: -1.4201 -0.0432 8.5517  0.388
C: -4.9945 3.3025 1.7410  -0.004
Cl: -3.7029 2.2156 1.2219  -0.023
Cl: -5.1203 3.3745 3.5065  -0.166
H: -4.7716 4.2967 1.3674  -0.110
H: -5.9365 2.9458 1.3389  0.329
C: -6.2032 -1.5781 -3.8931  -0.365
Cl: -4.5221 -1.1886 -3.4856  0.104
Cl: -6.8587 -0.4923 -5.1311  -0.185
H: -6.2350 -2.5953 -4.2691  0.263
H: -6.8092 -1.4908 -2.9972  0.330
C: -2.4981 6.9530 1.2433  -0.085
Cl: -3.4203 5.8807 0.1773  -0.193
Cl: -2.1121 6.1570 2.7754  -0.110
H: -1.5729 7.2267 0.7470  0.297
H: -3.0866 7.8470 1.4507  0.082
C: -1.7372 11.0706 1.9480  -0.249
Cl: -0.9454 10.6866 0.4153  -0.151
Cl: -2.8357 9.7783 2.4497  -0.143
H: -0.9786 11.1977 2.7121  0.279
H: -2.3059 11.9860 1.8293  0.282

Atoms 1-2, force components in eV/Å:
0.336 -0.556 -1.084
-0.495 0.922 0.431

Results
- Total charge: 0
- Gap between HOMO and LUMO: 6.9 eV
- LUMO: -0.77 eV
- HOMO: -7.7 eV